Record 1
Molecular formula: C28H25AsN4RuS2
Method: DFT, ωB97M-V/def2-TZVPD

Last column: Mulliken charge in e.
Positions of all 61 atoms, in Å:
Ru  0.14139  0.21015  -0.02319  0.4517
S  1.47709  -0.85310  1.65815  -0.4020
C  0.31826  -0.84809  2.95940  0.5992
C  0.81112  -0.89141  4.26109  -0.9470
C  -0.05100  -0.92074  5.34767  0.5042
C  0.47097  -0.92693  6.66562  -0.2801
N  0.90974  -0.90735  7.72345  -0.4260
C  -1.44609  -0.93652  5.12854  0.5316
C  -1.94481  -0.90729  3.83435  -0.8216
C  -1.08384  -0.83567  2.74080  0.7569
S  -1.79936  -0.80352  1.16003  -0.2528
C  -2.33530  -0.98147  6.22860  -0.2712
N  -3.06533  -1.00995  7.11038  -0.4280
H  1.87948  -0.90782  4.41914  0.5467
H  -3.01156  -0.91797  3.66440  0.5573
N  -0.28013  -1.42979  -1.76661  -0.4767
C  0.57319  -1.30543  -2.95177  -0.5768
C  2.00853  -1.02225  -2.50060  -0.6331
N  2.02197  0.23317  -1.74151  -0.4267
H  -0.08929  -2.31146  -1.28275  0.2417
H  -1.26970  -1.42687  -2.01119  0.2298
H  0.20693  -0.46290  -3.54953  0.3516
H  0.55401  -2.21285  -3.56596  0.3596
H  2.67677  -0.99025  -3.37142  0.3702
H  2.34454  -1.82581  -1.83617  0.3549
H  1.86167  1.02770  -2.36502  0.1909
H  2.92546  0.36835  -1.29010  0.2142
C  0.31507  5.12770  -4.14315  -0.4933
C  1.29650  5.05518  -3.16754  -0.7759
C  1.08000  4.31609  -2.01703  -0.1686
C  -0.13678  3.67019  -1.81182  0.5559
C  -1.11529  3.74152  -2.79890  -0.4442
C  -0.88896  4.46878  -3.95608  -0.7141
As  -0.39087  2.63274  -0.15601  1.3553
C  -2.22446  3.10716  0.29376  0.6621
C  -3.22285  2.54920  -0.50275  -0.5278
C  -4.54669  2.89753  -0.31182  -0.7880
C  -4.89005  3.76030  0.71768  -0.5185
C  -3.90929  4.26388  1.55674  -0.6501
C  -2.57822  3.94106  1.34714  -0.5392
C  0.71674  3.64061  1.08001  -0.2049
C  0.57565  5.01259  1.27273  0.1536
C  1.38004  5.66367  2.19204  -0.8197
C  2.34043  4.95766  2.90308  -0.4803
C  2.49895  3.59635  2.69983  -0.6951
C  1.68389  2.94066  1.79361  -0.3178
H  0.48567  5.70291  -5.04096  0.4066
H  2.23248  5.57787  -3.29201  0.4204
H  1.84585  4.25413  -1.25017  0.4685
H  -2.07351  3.25768  -2.65884  0.2211
H  -1.65878  4.52807  -4.71128  0.4349
H  -2.94840  1.82589  -1.26977  0.3704
H  -5.31106  2.49541  -0.95985  0.4277
H  -5.92451  4.02300  0.87644  0.4042
H  -4.17961  4.91399  2.37520  0.4401
H  -1.81111  4.33003  2.00693  0.4441
H  -0.16014  5.55845  0.68821  0.5895
H  1.26268  6.72533  2.34916  0.4214
H  2.97040  5.46857  3.61487  0.4168
H  3.25645  3.04464  3.23725  0.4514
H  1.79418  1.86512  1.61020  0.1747

Forces on the atoms, in the same order (eV/Å):
Ru -0.1 -2.8 -0.5
S -1.2 1.0 -0.8
C 0.0 0.0 -0.6
C -0.2 -0.1 0.7
C 0.1 0.0 -1.0
C 0.1 0.0 0.3
N 0.1 0.0 0.3
C 0.2 0.0 -0.9
C 0.1 0.0 0.7
C 0.0 -0.2 -0.4
S 2.0 1.4 -0.4
C -0.3 0.0 0.3
N -0.3 0.0 0.3
H 0.0 0.1 0.1
H -0.1 0.0 0.1
N -0.3 0.3 0.7
C 0.5 0.1 -0.1
C -0.5 -0.2 -0.1
N -0.4 0.6 1.0
H -0.2 0.3 -0.1
H 0.2 -0.1 0.0
H 0.0 -0.2 0.0
H 0.0 0.2 0.0
H -0.1 0.0 0.2
H 0.0 0.1 -0.1
H 0.1 -0.2 0.2
H -0.2 0.1 -0.1
C 0.0 0.0 0.0
C 0.1 0.0 0.0
C 0.0 -0.2 0.4
C 0.2 -0.4 0.0
C -0.2 -0.1 0.2
C 0.0 0.0 0.0
As -0.1 0.9 0.2
C 0.0 -0.4 0.0
C 0.3 -0.1 -0.1
C -0.1 -0.1 0.0
C 0.0 0.0 0.0
C -0.1 0.0 0.0
C 0.4 0.0 0.0
C 0.0 -0.3 0.1
C -0.3 -0.1 -0.3
C 0.0 0.0 -0.1
C 0.0 -0.1 0.0
C 0.1 0.0 0.0
C -0.1 -0.5 -0.3
H 0.0 0.0 -0.1
H 0.1 0.0 -0.1
H 0.0 0.1 -0.1
H 0.0 0.0 0.0
H -0.1 0.0 0.0
H -0.2 0.1 0.0
H -0.1 -0.1 0.0
H -0.1 0.0 0.0
H 0.0 0.0 0.1
H -0.1 0.0 0.0
H 0.1 0.1 0.1
H 0.0 0.1 0.0
H 0.0 0.1 0.1
H 0.0 0.0 0.1
H 0.1 0.4 0.2

The molecular weight is 657.662 g/mol. Its expectation value of S² is 1.2082. As for the multiplicity: 2. The calculation puts the HOMO energy (alpha / beta) at -11.15 / -11.36 eV. For the LUMO energy (alpha / beta), the calculation gives -5.8 / -4.4 eV. The value obtained for the HOMO-LUMO gap (alpha / beta) is 5.40 / 6.96 eV. Its charge is +1.



Record 2
Molecular formula: C3H7NS2
Method: DFT, ωB97M-V/def2-TZVPD

Last column: Mulliken charge in e.
Positions of all 13 atoms, in Å:
C  -2.60619  0.01183  0.44630  -0.6355
S  -1.43991  1.45130  0.01017  -0.0235
N  -0.28614  0.10741  0.38127  -0.3142
C  0.86246  0.61958  0.12899  0.0981
C  2.15258  -0.16238  0.09126  -0.6256
S  2.43886  -0.51163  -1.71341  -0.2090
H  -3.63229  0.54993  0.81510  0.2560
H  -1.82176  -0.65674  1.25936  0.2585
H  -2.87725  -0.66569  -0.41226  0.2490
H  0.97601  1.64751  -0.56123  0.1834
H  3.08927  0.32961  0.52911  0.3278
H  1.70538  -1.15494  0.64622  0.2684
H  1.43898  -1.56581  -1.62088  0.1666

Forces on the atoms, in the same order (eV/Å):
C -1.4 0.5 2.0
S -1.1 -4.0 0.9
N 2.9 3.5 -0.8
C 1.2 1.9 -2.9
C -1.3 -1.9 1.6
S -1.6 -1.9 1.1
H 2.5 -1.8 -0.4
H -3.5 2.2 -2.2
H 0.6 0.9 0.7
H -0.4 -2.2 2.2
H -1.6 -0.8 -0.4
H 2.2 2.0 -1.1
H 1.6 1.7 -0.6

The molecular weight is 121.230 g/mol. As for the multiplicity: 1. The calculation puts the HOMO energy at -8.60 eV. For the LUMO energy, the calculation gives 0.5 eV. The structure (SMILES) is CS/N=C/CS. The value obtained for the HOMO-LUMO gap is 9.09 eV. Its charge is 0.